A structure of composition C2HBrCl2OS. Source: the OMol25 dataset; level of theory: wB97M-V/def2-TZVPD.

Its LUMO energy (alpha / beta) is -0.0468 / -0.0468 Ha. Its energy above the lowest of the compared OMol25 structures with the same formula, charge and spin is 0.000 eV. For the total energy, the calculation gives -110057.12968 eV.

XYZ file:
```
8
C2HBrCl2OS wB97M-V/def2-TZVPD
C 0.56 0.23 0.10
C -0.61 1.26 -0.15
O 1.12 -1.89 1.17
S -0.06 -1.34 0.57
Cl -0.24 2.82 -0.60
Cl -0.06 -2.17 -1.33
Br -2.24 0.72 0.65
H 1.52 0.37 -0.41
```

---

A cluster of 2 separate species, C2HBrCl2S in total. Source: the OMol25 dataset; level of theory: wB97M-V/def2-TZVPD.

Its LUMO energy (alpha / beta) is -0.0129 / -0.1055 Ha. Its energy above the lowest of the compared OMol25 structures with the same formula, charge and spin is 0.000 eV. Its multiplicity is 3. For the total energy, the calculation gives -108008.39161 eV.

XYZ file:
```
7
C2HBrCl2S wB97M-V/def2-TZVPD
C -0.19 -0.85 0.19
C -1.27 -1.21 -0.42
S -3.08 0.79 -0.69
Cl 1.04 -2.01 0.46
Cl -1.75 -2.62 -1.08
Br -4.77 0.40 0.50
H 0.15 0.24 0.51
```

---

A cluster of 2 separate species, C2HBrClFO in total. Source: the OMol25 dataset; level of theory: wB97M-V/def2-TZVPD.

Its LUMO energy (alpha / beta) is -0.1323 / -0.1324 Ha. Its energy above the lowest of the compared OMol25 structures with the same formula, charge and spin is 2.365 eV. For the total energy, the calculation gives -89416.67518 eV.

XYZ file:
```
7
C2HBrClFO wB97M-V/def2-TZVPD
C -0.68 -0.53 0.22
C -0.01 0.74 0.16
O -0.95 -1.04 1.27
F 0.27 1.41 1.21
Cl 0.03 1.63 -1.34
Br 2.25 -1.18 -0.60
H -0.90 -1.03 -0.91
```

---

A structure of composition C2HBrClFO. Source: the OMol25 dataset; level of theory: wB97M-V/def2-TZVPD.

Its LUMO energy (alpha / beta) is 0.0003 / -0.1651 Ha. Its energy above the lowest of the compared OMol25 structures with the same formula, charge and spin is 2.626 eV. Its multiplicity is 3. For the total energy, the calculation gives -89414.01323 eV.

XYZ file:
```
7
C2HBrClFO wB97M-V/def2-TZVPD
C 0.87 -0.10 -0.39
C -0.60 -0.03 -0.11
O 1.38 -0.94 -1.07
F -0.12 0.16 1.75
Cl -1.45 -1.47 -0.04
Br -1.51 1.52 -0.26
H 1.43 0.86 0.13
```

---

Which value of total energy does entry 1 give?
-110057.12968 eV

---

What is the energy above the lowest of the compared OMol25 structures with the same formula, charge and spin in the fourth record?
2.626 eV